Entry 1:
DFT (the ωB97M-V functional and the def2-TZVPD basis) results for one molecule with the formula C5H6N2O2S in a non-equilibrium geometry.

Results
**Calculated total energy**: -23189.1474 eV
**Energy relative to the best compared isomer or geometry (same formula, charge and spin)**: 105.0 kcal/mol
**Frontier orbital gap (spin up / spin down)**: 0.267 / 0.267 hartree
**Largest force on an atom**: 5.15 eV Å⁻¹
**HOMO (spin up / spin down)**: -8.555 / -8.555 eV

Cartesian coordinates (Å):
1 C 1.756 1.943 0.098
2 C 0.815 -0.038 0.157
3 C -0.181 0.860 -0.231
4 C 0.808 -1.677 -0.006
5 C -1.575 0.484 -0.449
6 N 1.993 0.725 0.378
7 N 0.431 2.084 -0.329
8 O 0.013 -4.020 0.515
9 O -1.797 -2.284 0.693
10 S -0.397 -2.637 0.704
11 H 2.342 2.745 0.372
12 H 1.844 -2.037 0.088
13 H -2.212 1.133 -1.077
14 H -1.621 -0.685 -0.690
15 H -2.121 0.478 0.438
16 H -0.099 2.928 -0.659

Results of the Mulliken charge analysis, in e, for atoms 1 through 2: -0.30, 0.40



Entry 2:
DFT (the ωB97M-V functional and the def2-TZVPD basis) results for C25H38N3O3PrSbSi as an isolated structure in a non-equilibrium geometry.

Results
**Calculated total energy**: -65635.9002 eV
**Expectation value of S²**: 2.003
**Frontier orbital gap (spin up / spin down)**: 0.335 / 0.337 hartree
**Largest force on an atom**: 4.36 eV Å⁻¹
**Multiplicity**: 3
**HOMO (spin up / spin down)**: -11.351 / -11.355 eV
**Charge**: +1

Cartesian coordinates (Å):
1 Pr 1.048 0.055 -0.160
2 N 4.500 -0.162 -3.483
3 C 4.080 1.121 -2.990
4 C 2.964 0.900 -1.972
5 O 1.943 0.163 -2.282
6 O 2.987 1.390 -0.839
7 H 5.399 -0.075 -3.953
8 H 3.865 -0.411 -4.247
9 H 3.734 1.809 -3.745
10 H 4.887 1.564 -2.406
11 C 2.746 -0.070 4.858
12 Sb 1.333 -0.036 3.287
13 C 0.326 1.753 3.808
14 C -0.029 -1.406 4.178
15 H 2.293 -0.035 5.864
16 H 3.421 0.736 4.682
17 H 3.299 -1.055 4.826
18 H -0.615 1.463 4.396
19 H 0.081 2.359 2.925
20 H 0.956 2.391 4.436
21 H -0.943 -1.573 3.571
22 H -0.445 -0.906 5.072
23 H 0.370 -2.381 4.382
24 C -4.541 0.391 0.911
25 C -3.427 1.437 1.222
26 C -2.816 1.050 2.575
27 C -4.204 2.790 1.281
28 Si -1.895 1.427 0.022
29 O -0.396 1.414 0.840
30 C -1.753 -0.322 -0.884
31 C -1.833 -1.472 -0.109
32 C -1.279 -2.681 -0.520
33 C -0.817 -2.771 -1.843
34 C -0.887 -1.694 -2.701
35 C -1.236 -0.434 -2.194
36 C -1.676 2.655 -1.298
37 C -2.857 2.851 -2.067
38 C -2.706 3.472 -3.360
39 C -1.405 3.775 -3.851
40 C -0.328 3.605 -3.017
41 C -0.411 3.063 -1.813
42 H -5.238 0.542 1.745
43 H -4.138 -0.626 0.940
44 H -5.061 0.590 -0.012
45 H -3.615 0.872 3.286
46 H -2.223 1.925 2.852
47 H -2.031 0.241 2.555
48 H -4.758 2.804 2.251
49 H -4.870 2.957 0.502
50 H -3.448 3.627 1.221
51 H -2.171 -1.325 0.955
52 H -1.276 -3.544 0.150
53 H -0.486 -3.735 -2.195
54 H -0.624 -1.750 -3.753
55 H -1.214 0.454 -2.757
56 H -3.902 2.646 -1.663
57 H -3.561 3.943 -3.869
58 H -1.338 4.313 -4.770
59 H 0.612 3.869 -3.493
60 H 0.404 2.847 -1.128
61 C 3.539 -4.927 -1.710
62 N 2.928 -4.022 -0.739
63 C 2.573 -4.296 0.585
64 C 2.242 -3.090 1.125
65 N 2.379 -2.072 0.219
66 C 2.793 -2.672 -0.938
67 H 3.972 -4.404 -2.552
68 H 2.860 -5.603 -2.311
69 H 4.391 -5.434 -1.250
70 H 2.549 -5.248 1.013
71 H 1.916 -2.907 2.165
72 H 3.058 -2.120 -1.829

Results of the Mulliken charge analysis, in e, for atoms 1 through 2: 1.22, -0.56



Entry 3:
DFT (the ωB97M-V functional and the def2-TZVPD basis) results for C2H3IN2O as an isolated structure in a non-equilibrium geometry.

Results
**Calculated total energy**: -15245.4619 eV
**Energy relative to the best compared isomer or geometry (same formula, charge and spin)**: 119.3 kcal/mol
**Frontier orbital gap (spin up / spin down)**: 0.315 / 0.239 hartree
**Largest force on an atom**: 3.13 eV Å⁻¹
**HOMO (spin up / spin down)**: -9.907 / -9.250 eV

Cartesian coordinates (Å):
1 C -0.109 0.334 0.049
2 C -1.370 -0.272 -0.255
3 N 0.892 0.885 -0.743
4 N 1.526 1.124 0.345
5 O 0.603 0.414 1.180
6 I 3.636 -1.289 0.335
7 H -2.268 0.465 0.065
8 H -1.371 -0.398 -1.414
9 H -1.540 -1.264 0.438

Results of the Mulliken charge analysis, in e, for atoms 1 through 2: 0.68, -0.75



Entry 4:
DFT (the ωB97M-V functional and the def2-TZVPD basis) results for C26H38BrF3N4O4ReS as an isolated structure.

Results
**Calculated total energy**: -132877.4242 eV
**Expectation value of S²**: 1.249
**Energy relative to the best compared isomer or geometry (same formula, charge and spin)**: 4.5 kcal/mol
**Frontier orbital gap (spin up / spin down)**: 0.260 / 0.211 hartree
**Largest force on an atom**: 0.50 eV Å⁻¹
**Multiplicity**: 2
**HOMO (spin up / spin down)**: -13.682 / -13.648 eV
**Charge**: +2

Cartesian coordinates (Å):
1 Re 1.072 -0.089 -1.477
2 C 2.783 2.373 -1.715
3 C 1.354 2.847 -1.885
4 N 0.527 1.736 -2.433
5 C 0.519 1.608 -3.914
6 C 1.536 0.595 -4.353
7 C 2.054 0.499 -5.629
8 C 2.938 -0.532 -5.913
9 C 3.276 -1.446 -4.923
10 C 2.720 -1.299 -3.670
11 C 2.920 -2.260 -2.533
12 N 2.600 -1.611 -1.231
13 C 3.772 -1.049 -0.503
14 C 4.045 0.348 -1.013
15 N 2.778 1.118 -0.903
16 N 1.880 -0.286 -3.397
17 H 3.225 2.135 -2.684
18 H 3.398 3.143 -1.248
19 H 0.922 3.121 -0.924
20 H 1.316 3.722 -2.536
21 H -0.458 1.841 -2.152
22 H -0.475 1.249 -4.193
23 H 0.675 2.575 -4.392
24 H 1.766 1.215 -6.387
25 H 3.360 -0.626 -6.905
26 H 3.953 -2.265 -5.127
27 H 2.226 -3.093 -2.662
28 H 3.932 -2.667 -2.530
29 H 2.166 -2.318 -0.636
30 H 3.508 -1.022 0.556
31 H 4.646 -1.693 -0.616
32 H 4.851 0.826 -0.457
33 H 4.333 0.326 -2.065
34 H 2.662 1.384 0.075
35 C -4.383 -1.803 3.998
36 C -2.955 -1.793 4.589
37 C -2.915 -0.842 5.791
38 C -2.596 -3.205 5.065
39 C -2.044 -1.329 3.471
40 C -1.490 -2.253 2.565
41 C -0.753 -1.811 1.509
42 Br -0.044 -3.105 0.335
43 C -0.499 -0.422 1.291
44 O 0.180 -0.035 0.259
45 C -1.029 0.533 2.231
46 C -1.781 0.040 3.269
47 C -0.787 2.035 2.070
48 C -1.408 2.838 3.218
49 C 0.727 2.316 2.077
50 C -1.416 2.533 0.764
51 H -5.082 -2.134 4.767
52 H -4.456 -2.486 3.150
53 H -4.682 -0.808 3.668
54 H -3.525 -1.260 6.591
55 H -3.326 0.141 5.564
56 H -1.899 -0.721 6.174
57 H -3.231 -3.464 5.912
58 H -1.557 -3.267 5.394
59 H -2.769 -3.962 4.300
60 H -1.651 -3.312 2.692
61 H -2.202 0.736 3.974
62 H -0.987 2.567 4.187
63 H -2.491 2.720 3.256
64 H -1.201 3.895 3.055
65 H 1.218 1.863 2.939
66 H 0.902 3.393 2.112
67 H 1.185 1.929 1.168
68 H -2.495 2.370 0.758
69 H -1.021 2.023 -0.113
70 H -1.241 3.607 0.666
71 F -2.710 -2.640 -3.508
72 C -2.817 -1.320 -3.499
73 F -4.085 -0.964 -3.506
74 F -2.207 -0.823 -4.581
75 S -2.000 -0.637 -2.003
76 O -2.609 -1.219 -0.852
77 O -2.062 0.803 -2.152
78 O -0.585 -1.129 -2.242

Results of the Mulliken charge analysis, in e, for atoms 1 through 2: 2.08, -0.91



Entry 5:
DFT (the ωB97M-V functional and the def2-TZVPD basis) results for C3H4S2 as an isolated structure in a non-equilibrium geometry.

Results
**Calculated total energy**: -24840.4643 eV
**Energy relative to the best compared isomer or geometry (same formula, charge and spin)**: 119.4 kcal/mol
**Frontier orbital gap**: 0.279 hartree
**Largest force on an atom**: 3.89 eV Å⁻¹
**HOMO**: -8.372 eV

Cartesian coordinates (Å):
1 C 0.020 -1.268 -0.251
2 C -0.638 0.474 -0.821
3 C 1.162 -0.575 0.382
4 S -2.270 0.835 -0.215
5 S 0.894 1.228 0.032
6 H 1.228 -0.754 1.492
7 H 2.099 -1.099 0.219
8 H -1.904 0.752 1.094
9 H -0.592 0.408 -1.933

Results of the Mulliken charge analysis, in e, for atoms 1 through 2: -0.25, -0.35



Entry 6:
DFT (the ωB97M-V functional and the def2-TZVPD basis) results for a 4-piece molecular cluster, C3H14O3S overall in a non-equilibrium geometry.

Results
**Calculated total energy**: -20313.3436 eV
**Energy relative to the best compared isomer or geometry (same formula, charge and spin)**: 66.7 kcal/mol
**Frontier orbital gap**: 0.346 hartree
**Largest force on an atom**: 12.20 eV Å⁻¹
**HOMO**: -8.980 eV

Cartesian coordinates (Å):
1 C -1.952 -0.656 -2.114
2 C -1.154 -0.241 -0.873
3 C -1.898 0.611 0.138
4 S -1.997 -0.374 1.773
5 H -2.567 0.153 -2.394
6 H -2.500 -1.546 -1.916
7 H -1.283 -0.826 -3.027
8 H -0.985 -1.258 -0.426
9 H -0.096 0.142 -1.100
10 H -2.782 0.818 -0.386
11 H -1.336 1.395 0.476
12 H -0.686 -0.422 2.073
13 H 2.418 -0.278 2.223
14 H 0.858 -0.239 2.805
15 O 1.740 -0.017 2.771
16 H 1.407 2.895 1.154
17 H 1.680 1.500 1.123
18 O 1.568 2.117 0.592
19 H 3.169 -1.957 -0.731
20 H 3.609 -0.683 -1.279
21 O 2.787 -1.131 -0.885

Results of the Mulliken charge analysis, in e, for atoms 1 through 2: -1.25, -0.07



Entry 7:
DFT (the ωB97M-V functional and the def2-TZVPD basis) results for an isolated ion of composition C3H7N2O2 and charge +1 in a non-equilibrium geometry.

Results
**Calculated total energy**: -10287.5440 eV
**Energy relative to the best compared isomer or geometry (same formula, charge and spin)**: 121.5 kcal/mol
**Frontier orbital gap**: 0.338 hartree
**Largest force on an atom**: 2.98 eV Å⁻¹
**HOMO**: -12.850 eV
**Charge**: +1

Cartesian coordinates (Å):
1 C 0.236 1.772 0.053
2 C 1.564 -0.212 0.629
3 C -0.991 -0.313 0.404
4 N -0.852 1.119 -0.039
5 N 0.342 -1.048 0.143
6 O 2.394 -0.321 -0.352
7 O -1.982 -0.918 -0.248
8 H 0.140 2.769 -0.437
9 H -1.210 -0.262 1.480
10 H -1.840 1.519 -0.174
11 H 0.363 -1.296 -0.955
12 H 0.297 -1.841 0.852
13 H 3.234 0.141 -0.225
14 H -1.696 -1.109 -1.131

Results of the Mulliken charge analysis, in e, for atoms 1 through 2: -0.34, -0.27



Entry 8:
DFT (the ωB97M-V functional and the def2-TZVPD basis) results for an isolated ion of composition C9H11F3N2O5PS and charge +1 in a non-equilibrium geometry.

Results
**Calculated total energy**: -50990.6074 eV
**Frontier orbital gap**: 0.265 hartree
**Largest force on an atom**: 6.34 eV Å⁻¹
**HOMO**: -13.215 eV
**Charge**: +1

Cartesian coordinates (Å):
1 C -0.671 1.181 3.072
2 C 0.747 1.462 2.341
3 C 1.108 2.988 2.082
4 N 1.497 0.388 1.990
5 N 1.103 0.022 0.709
6 C 1.738 0.764 -0.377
7 C 1.377 0.489 -1.874
8 C 0.305 -0.610 -2.134
9 S -0.254 -0.997 -3.885
10 O 0.858 -0.605 -4.829
11 O -0.635 -2.438 -4.064
12 C -1.802 0.070 -4.129
13 F -1.787 1.073 -3.098
14 F -1.803 0.741 -5.357
15 F -2.958 -0.701 -3.890
16 C -0.332 -1.384 -0.960
17 C 0.127 -1.026 0.504
18 P -0.685 -2.048 1.883
19 O -2.134 -1.612 2.111
20 O 0.162 -2.036 3.348
21 O -0.704 -3.669 1.297
22 H -0.544 0.378 3.877
23 H -1.396 0.862 2.233
24 H -1.081 2.153 3.510
25 H 2.212 3.194 1.884
26 H 0.500 3.337 1.159
27 H 0.788 3.672 2.948
28 H 2.535 1.570 -0.194
29 H 1.875 1.065 -2.739
30 H -1.125 -2.190 -1.120
31 H 1.083 -2.347 3.185
32 H -0.107 -3.749 0.517

Results of the Mulliken charge analysis, in e, for atoms 1 through 2: -0.90, 0.88